Model P:
Formula: C11H13NOS
Source: OMol25
Level of theory: ωB97M-V with the def2-TZVPD basis set

Output
Structure (SMILES): CC1(C)SCc2ccccc2[C@H]1N=O
Orbital gap (eV): 8.3
Net charge: 0

Atoms and positions in Å:
C 1.548 -0.735 -1.531
C 1.601 -0.273 -0.102
C 2.987 0.333 0.201
S 1.005 -1.648 0.910
C -0.189 -0.834 2.023
C -1.346 -0.351 1.153
C -2.682 -0.735 1.254
C -3.667 -0.124 0.519
C -3.347 0.744 -0.467
C -2.005 1.107 -0.647
C -0.929 0.563 0.175
C 0.563 1.012 0.143
N 0.794 1.689 1.393
O 0.806 2.881 1.411
H 2.120 -1.656 -1.597
H 2.139 -0.040 -2.116
H 0.617 -0.937 -1.902
H 3.638 -0.076 -0.574
H 3.344 -0.077 1.215
H 3.030 1.351 0.137
H 0.324 0.071 2.390
H -0.495 -1.605 2.917
H -3.014 -1.543 1.926
H -4.781 -0.406 0.708
H -4.065 1.220 -1.197
H -1.797 1.727 -1.525
H 0.667 1.584 -0.797

***

Model Q:
Formula: C11H13NOS
Source: OMol25
Level of theory: ωB97M-V with the def2-TZVPD basis set

Output
Orbital gap (spin up / spin down) (eV): 6.2 / 6.7
Net charge: 0

Atoms and positions in Å:
C -1.168 2.949 0.533
C -2.507 2.633 0.309
C -0.199 1.992 0.372
C -2.871 1.341 -0.038
C -0.545 0.671 0.007
C -1.923 0.343 -0.162
C 0.397 -0.264 -0.400
C -2.285 -1.066 -0.523
C 0.120 -1.695 -0.439
C -1.280 -2.042 0.084
C 4.244 -1.143 0.283
N 2.545 0.530 0.212
O 3.035 -0.603 0.779
S 3.314 1.250 -0.945
H -0.897 3.955 0.818
H -3.264 3.395 0.415
H 0.842 2.207 0.539
H -3.916 1.101 -0.188
H -3.297 -1.288 -0.180
H -2.280 -1.168 -1.616
H 0.234 -2.023 -1.483
H 0.901 -2.209 0.128
H -1.296 -1.944 1.171
H -1.538 -3.070 -0.175
H 5.069 -0.443 0.445
H 4.159 -1.352 -0.788
H 4.410 -2.060 0.843

***

Energies relative to the most stable structure, in kJ/mol: model P 0.0; model Q 234.5.

***

Model P:
Formula: C18H32N2O6
Source: OMol25
Level of theory: ωB97M-V with the def2-TZVPD basis set

Output
Structure (SMILES): CCOC(=O)CNC(=O)[C@@H]1CCCN(C(=O)[C@@H](O)[C@@H](OC)C(C)C)CC1
Orbital gap (eV): 9.6
Net charge: 0

Atoms and positions in Å:
C -2.706 -7.294 0.996
C -3.002 -6.990 -0.450
O -2.926 -5.557 -0.613
C -3.152 -5.104 -1.853
O -3.394 -5.809 -2.794
C -3.057 -3.597 -1.952
N -2.524 -2.963 -0.773
C -1.581 -1.988 -0.848
O -1.184 -1.552 -1.919
C -1.075 -1.472 0.486
C -1.615 -0.060 0.794
C -1.555 1.002 -0.307
C -0.175 1.199 -0.958
N 0.941 0.725 -0.147
C 1.430 1.390 0.920
O 2.166 0.865 1.749
C 1.054 2.858 1.114
O 1.139 3.155 2.482
C 1.944 3.746 0.219
O 1.432 5.064 0.116
C 0.378 5.208 -0.803
C 3.405 3.830 0.669
C 3.639 4.880 1.755
C 4.293 4.124 -0.537
C 1.284 -0.686 -0.295
C 0.453 -1.591 0.608
H -2.751 -8.371 1.161
H -1.710 -6.947 1.271
H -3.435 -6.818 1.652
H -2.281 -7.451 -1.125
H -3.997 -7.319 -0.748
H -2.423 -3.344 -2.799
H -4.062 -3.236 -2.189
H -2.769 -3.342 0.124
H -1.483 -2.122 1.268
H -2.660 -0.150 1.101
H -1.074 0.301 1.674
H -2.267 0.764 -1.099
H -1.897 1.938 0.144
H -0.139 0.641 -1.889
H -0.027 2.249 -1.211
H 0.014 3.013 0.822
H 1.831 2.566 2.827
H 1.933 3.290 -0.785
H 0.137 6.267 -0.856
H 0.674 4.861 -1.802
H -0.524 4.665 -0.496
H 3.673 2.845 1.066
H 3.434 5.877 1.365
H 3.003 4.727 2.623
H 4.682 4.848 2.075
H 4.003 5.073 -0.994
H 5.339 4.203 -0.237
H 4.217 3.341 -1.294
H 1.147 -0.951 -1.341
H 2.335 -0.804 -0.033
H 0.715 -1.366 1.644
H 0.750 -2.627 0.423

***

Model Q:
Formula: C18H32N2O6
Source: OMol25
Level of theory: ωB97M-V with the def2-TZVPD basis set

Output
Structure (SMILES): CCOC(=O)CNC(=O)[C@@H]1CCCN(C(=O)[C@@H](O)[C@@H](OC)C(C)C)CC1
Orbital gap (eV): 9.5
Net charge: 0

Atoms and positions in Å:
C -5.413 7.257 4.495
C -4.804 8.139 3.434
O -3.673 7.431 2.879
C -3.012 8.072 1.904
O -3.304 9.165 1.503
C -1.828 7.290 1.384
N -1.758 5.938 1.884
C -1.154 4.955 1.169
O -0.613 5.187 0.098
C -1.216 3.569 1.783
C 0.178 3.050 2.192
C 1.336 3.189 1.200
C 1.067 2.635 -0.210
N -0.014 1.660 -0.275
C 0.083 0.363 0.133
O -0.896 -0.343 0.290
C 1.495 -0.195 0.322
O 1.426 -1.276 1.229
C 2.103 -0.584 -1.036
O 3.465 -0.950 -0.852
C 4.349 0.147 -0.853
C 1.381 -1.702 -1.796
C 1.611 -3.096 -1.214
C 1.816 -1.666 -3.261
C -1.358 2.209 -0.436
C -2.002 2.591 0.892
H -6.274 7.758 4.938
H -5.749 6.312 4.070
H -4.694 7.049 5.288
H -5.502 8.356 2.626
H -4.451 9.089 3.836
H -1.881 7.270 0.296
H -0.935 7.868 1.638
H -2.234 5.721 2.742
H -1.788 3.644 2.713
H 0.477 3.560 3.111
H 0.055 1.996 2.458
H 1.620 4.238 1.099
H 2.194 2.679 1.650
H 0.770 3.459 -0.854
H 1.980 2.215 -0.634
H 2.124 0.592 0.748
H 2.262 -1.317 1.701
H 2.064 0.315 -1.669
H 5.355 -0.245 -0.720
H 4.299 0.693 -1.802
H 4.143 0.852 -0.037
H 0.312 -1.477 -1.740
H 2.676 -3.329 -1.192
H 1.214 -3.182 -0.206
H 1.117 -3.836 -1.846
H 2.892 -1.839 -3.341
H 1.309 -2.444 -3.833
H 1.588 -0.704 -3.725
H -1.281 3.076 -1.090
H -1.977 1.454 -0.918
H -2.153 1.674 1.467
H -2.993 3.008 0.689

***

Energies relative to the most stable structure, in kJ/mol: model P 0.0; model Q 24.7.